Entry 1:
ORCA calculation (the ωB97M-V functional and the def2-TZVPD basis) on a cluster of 7 separate species, C41H90F3N6O6S in total in a non-equilibrium geometry.

Element x y z (Å)
C 5.94 -5.04 -1.04
C 4.91 -4.53 -0.01
C 3.48 -4.69 -0.53
N 2.46 -3.73 0.08
C 2.84 -2.22 -0.24
C 1.07 -4.19 -0.47
C 0.07 -3.68 0.50
C 0.79 -3.52 1.86
C 2.28 -3.90 1.58
H 6.85 -4.55 -0.70
H 5.65 -4.62 -2.00
H 5.94 -6.12 -1.11
H 5.29 -3.51 0.08
H 5.09 -4.95 0.97
H 3.13 -5.72 -0.48
H 3.40 -4.41 -1.57
H 2.23 -1.51 0.32
H 2.71 -1.99 -1.30
H 3.88 -1.93 -0.06
H 0.91 -3.76 -1.46
H 0.87 -5.26 -0.46
H -0.24 -2.67 0.21
H -0.87 -4.24 0.60
H 0.76 -2.47 2.16
H 0.49 -4.13 2.70
H 2.99 -3.47 2.28
H 2.40 -4.99 1.61
C 3.38 4.31 2.77
C 3.92 2.88 2.74
C 3.57 2.19 1.39
N 4.42 2.66 0.13
C 5.93 2.92 0.55
C 3.87 3.95 -0.50
C 4.46 3.88 -1.93
C 4.50 2.41 -2.28
C 4.34 1.60 -1.01
H 4.08 4.97 2.27
H 3.29 4.61 3.82
H 2.38 4.38 2.33
H 3.65 2.21 3.55
H 5.00 2.92 2.91
H 2.54 1.99 1.09
H 3.99 1.19 1.47
H 6.18 2.16 1.29
H 5.97 3.93 0.97
H 6.51 2.82 -0.37
H 4.19 4.81 0.08
H 2.79 3.85 -0.44
H 5.47 4.31 -1.96
H 3.96 4.42 -2.74
H 5.40 2.10 -2.82
H 3.59 2.14 -2.81
H 5.15 0.91 -0.78
H 3.34 1.15 -0.95
C -9.36 0.77 0.52
C -7.76 0.91 0.30
C -7.10 -0.06 -0.81
N -5.50 -0.10 -0.72
C -4.99 1.23 -1.38
C -4.80 -1.34 -1.43
C -4.05 -2.03 -0.29
C -3.58 -0.93 0.73
C -4.89 -0.14 0.78
H -9.77 1.50 1.21
H -9.45 -0.24 0.92
H -9.92 0.88 -0.41
H -7.25 0.86 1.26
H -7.57 1.96 0.07
H -7.38 0.19 -1.83
H -7.45 -1.08 -0.62
H -3.92 1.13 -1.19
H -5.28 2.07 -0.74
H -5.33 1.26 -2.41
H -4.10 -0.91 -2.15
H -5.46 -2.05 -1.92
H -3.18 -2.56 -0.68
H -4.72 -2.75 0.19
H -2.61 -0.45 0.57
H -3.37 -1.47 1.65
H -4.69 0.84 1.22
H -5.62 -0.74 1.33
C 2.49 -0.76 7.06
C 1.74 0.33 6.33
C 0.52 -0.24 5.48
N -0.21 0.80 4.60
C 0.72 1.48 3.57
C -1.41 0.28 3.83
C -2.31 1.49 3.52
C -2.02 2.47 4.52
C -0.82 2.02 5.36
H 2.76 -1.58 6.40
H 1.90 -1.12 7.90
H 3.39 -0.49 7.62
H 2.43 0.80 5.62
H 1.37 1.13 6.99
H -0.20 -0.49 6.26
H 0.84 -0.98 4.75
H 1.42 2.11 4.11
H 0.11 2.08 2.89
H 1.26 0.68 3.07
H -1.14 -0.29 2.94
H -1.92 -0.42 4.48
H -2.22 1.91 2.52
H -3.32 1.09 3.64
H -1.80 3.46 4.10
H -2.94 2.60 5.10
H -0.04 2.71 5.70
H -1.18 1.51 6.26
C 1.04 2.30 -4.85
C 0.26 1.30 -5.62
C 0.73 -0.20 -5.31
N -0.42 -1.24 -5.61
C -0.56 -1.33 -7.14
C -1.82 -0.91 -4.94
C -2.50 -2.26 -4.61
C -1.39 -3.30 -4.61
C -0.10 -2.59 -4.94
H 0.55 3.25 -4.65
H 1.86 2.59 -5.52
H 1.40 1.93 -3.90
H 0.40 1.59 -6.66
H -0.81 1.42 -5.44
H 1.01 -0.24 -4.26
H 1.58 -0.54 -5.91
H -0.66 -0.38 -7.68
H -1.44 -1.97 -7.28
H 0.41 -1.70 -7.45
H -2.44 -0.35 -5.64
H -1.69 -0.22 -4.11
H -3.30 -2.43 -5.33
H -2.98 -2.16 -3.64
H -1.56 -4.12 -5.29
H -1.27 -3.79 -3.64
H 0.57 -3.00 -5.70
H 0.52 -2.54 -4.04
N -4.32 3.82 2.30
O -5.14 3.06 2.80
O -3.64 3.50 1.29
O -4.03 4.94 2.68
C -0.40 2.23 -0.76
F 0.59 2.89 -0.09
F -1.61 2.36 -0.17
F -0.45 2.66 -2.00
S 0.00 0.33 -0.82
O 0.17 -0.09 0.60
O -1.17 -0.29 -1.45
O 1.16 0.23 -1.69

Summary:
max |F|	3.91	eV/A
E_HOMO	-12.076	eV
ΔE to the lowest compared entry with this formula, charge and spin	92.5	kcal per mole
DFT total energy	-3092.79227	Ha
charge	+3
LUMO	-6.2	eV

Atomic partial charges in e from the Löwdin method, atoms 1 to 2: atom 1 (C): -0.08, atom 2 (C): -0.24

---

Entry 2:
ORCA calculation (the ωB97M-V functional and the def2-TZVPD basis) on the ion C3H2FN2O2 with charge -1 in a non-equilibrium geometry.

Element x y z (Å)
C 0.35 1.03 -0.12
C -0.78 0.20 -0.42
C 0.77 -1.28 0.38
N 1.28 0.03 0.17
N -2.00 0.74 -0.97
O -0.66 -0.99 0.15
O 1.19 -2.16 1.06
F -2.99 -0.04 -0.44
H 0.66 2.11 -0.10
H 2.18 0.35 0.30

Summary:
max |F|	7.13	eV/A
E_HOMO (spin up / spin down)	-1.702 / -1.702	eV
DFT total energy	-475.28339	Ha
charge	-1
LUMO (spin up / spin down)	4.0 / 4.0	eV

Atomic partial charges in e from the Löwdin method, atoms 1 to 2: atom 1 (C): -0.12, atom 2 (C): -0.44

---

Entry 3:
ORCA calculation (the ωB97M-V functional and the def2-TZVPD basis) on an isolated molecule of C4H7NO in a non-equilibrium geometry.

Element x y z (Å)
C -0.25 -1.35 -0.16
C -1.26 -0.25 -0.15
C -0.77 1.14 0.08
C 1.40 0.06 0.38
N 0.98 -1.21 -0.01
O 2.40 0.63 -0.23
H -0.83 -2.27 -0.27
H -1.70 -0.40 -1.09
H -1.93 -0.44 0.77
H -0.81 2.00 -0.66
H -0.92 1.58 1.07
H 1.18 0.28 1.39
H 2.49 0.22 -1.11

Summary:
max |F|	3.63	eV/A
E_HOMO (spin up / spin down)	-5.333 / -10.040	eV
ΔE to the lowest compared entry with this formula, charge and spin	5.2	kcal per mole
expectation value of S²	2.02
DFT total energy	-286.40995	Ha
multiplicity	3
LUMO (spin up / spin down)	1.0 / -0.4	eV

Atomic partial charges in e from the Löwdin method, atoms 1 to 2: atom 1 (C): -0.22, atom 2 (C): -0.25

---

Entry 4:
ORCA calculation (the ωB97M-V functional and the def2-TZVPD basis) on a structure of composition C38H46AsBrN2O7PSTi.

Element x y z (Å)
Ti -0.25 2.01 0.36
O 3.59 0.96 0.55
C 2.63 1.68 0.75
O 1.41 1.20 0.80
C 2.79 3.16 0.97
C 4.07 3.61 1.26
C 4.33 4.98 1.45
C 3.28 5.90 1.28
C 2.02 5.43 0.97
C 1.72 4.07 0.84
O 0.48 3.62 0.59
N 0.98 6.46 0.75
O -0.01 6.16 0.11
O 1.15 7.55 1.27
N 5.61 5.43 1.75
O 6.54 4.58 1.88
O 5.80 6.68 1.89
H 4.88 2.90 1.33
H 3.47 6.95 1.39
S -2.51 2.91 -0.36
C -3.77 2.13 0.59
C -4.84 2.89 1.09
C -5.87 2.28 1.79
C -5.86 0.91 2.01
C -4.81 0.15 1.52
C -3.78 0.75 0.81
As -2.21 -0.18 0.15
C -2.80 -0.67 -1.64
C -2.07 -1.63 -2.33
C -2.39 -1.96 -3.63
C -3.45 -1.32 -4.27
C -4.18 -0.36 -3.59
C -3.85 -0.03 -2.27
C -2.50 -1.88 1.09
C -2.14 -1.91 2.44
C -2.42 -3.03 3.21
C -3.05 -4.13 2.65
C -3.41 -4.11 1.31
C -3.14 -2.98 0.54
H -4.83 3.96 0.94
H -6.68 2.89 2.18
H -6.66 0.44 2.56
H -4.80 -0.92 1.70
H -1.23 -2.12 -1.84
H -1.81 -2.71 -4.16
H -3.70 -1.57 -5.29
H -5.00 0.16 -4.08
H -4.41 0.74 -1.75
H -1.66 -1.05 2.89
H -2.14 -3.04 4.26
H -3.26 -5.01 3.25
H -3.90 -4.96 0.86
H -3.44 -2.97 -0.50
Br -1.04 1.60 2.81
C 0.32 -4.64 -1.01
C 1.23 -4.21 0.14
C 0.68 -4.79 1.44
P 1.32 -2.35 0.22
C 2.50 -1.92 -1.16
C 1.80 -1.73 -2.51
C 3.73 -2.80 -1.36
C 2.35 -1.99 1.72
C 3.52 -2.94 2.05
C 1.46 -1.75 2.94
H 0.21 -5.73 -1.04
H 0.70 -4.32 -1.98
H -0.68 -4.21 -0.89
H 2.22 -4.63 -0.04
H -0.29 -4.35 1.67
H 1.34 -4.61 2.29
H 0.54 -5.87 1.34
H 2.85 -0.93 -0.83
H 1.62 -2.69 -3.00
H 2.44 -1.15 -3.18
H 0.86 -1.20 -2.42
H 3.44 -3.83 -1.63
H 4.37 -2.85 -0.49
H 4.33 -2.42 -2.19
H 2.78 -1.02 1.46
H 3.34 -3.97 1.76
H 3.71 -2.93 3.13
H 4.44 -2.62 1.57
H 0.99 -2.66 3.31
H 0.68 -1.02 2.71
H 2.06 -1.33 3.75
C -0.36 3.80 -2.82
C 0.58 2.60 -2.72
C 2.01 3.06 -2.46
C 0.10 1.55 -1.71
H -0.04 4.47 -3.63
H -0.36 4.37 -1.89
H -1.39 3.49 -3.02
H 0.58 2.10 -3.71
H 2.06 3.70 -1.59
H 2.39 3.63 -3.31
H 2.68 2.21 -2.30
H 0.84 0.75 -1.66
H -0.83 1.11 -2.10

Summary:
max |F|	0.68	eV/A
E_HOMO (spin up / spin down)	-0.310 / -3.232	eV
expectation value of S²	0.78
DFT total energy	-8510.66096	Ha
charge	-2
multiplicity	2
LUMO (spin up / spin down)	3.9 / 3.9	eV

Atomic partial charges in e from the Löwdin method, atoms 1 to 2: atom 1 (Ti): 0.53, atom 2 (O): 0.06

---

Entry 5:
ORCA calculation (the ωB97M-V functional and the def2-TZVPD basis) on an isolated molecule of C4H3F3 in a non-equilibrium geometry.

Element x y z (Å)
C 1.08 0.29 1.00
C 3.68 0.08 -0.36
C 2.57 0.23 0.68
C -0.12 0.05 0.22
F 3.24 -0.50 -1.40
F 0.83 0.82 2.19
F 3.24 0.64 1.80
H -0.56 -1.03 0.50
H 0.16 0.08 -0.89
H -0.98 0.68 0.41

Summary:
max |F|	6.31	eV/A
E_HOMO (spin up / spin down)	-7.888 / -9.329	eV
ΔE to the lowest compared entry with this formula, charge and spin	18.8	kcal per mole
expectation value of S²	2.09
DFT total energy	-453.57550	Ha
multiplicity	3
LUMO (spin up / spin down)	0.9 / -2.0	eV

Atomic partial charges in e from the Löwdin method, atoms 1 to 2: atom 1 (C): -0.28, atom 2 (C): 0.06

---

Entry 6:
ORCA calculation (the ωB97M-V functional and the def2-TZVPD basis) on an isolated molecule of C5H5NO in a non-equilibrium geometry.

Element x y z (Å)
O 1.05 -0.23 2.34
C 0.73 0.22 1.29
C -0.62 0.59 0.54
N 0.27 1.43 -0.25
C 1.43 0.81 0.02
C 0.09 -1.19 -0.97
C -0.91 -0.69 -0.23
H -1.46 1.08 1.03
H 0.03 1.81 -1.16
H 1.17 -0.45 -1.13
H 0.08 -2.19 -1.42
H -1.87 -1.18 -0.05

Summary:
max |F|	3.66	eV/A
E_HOMO	-8.656	eV
ΔE to the lowest compared entry with this formula, charge and spin	114.4	kcal per mole
DFT total energy	-323.33739	Ha
LUMO	0.0	eV

Atomic partial charges in e from the Löwdin method, atoms 1 to 2: atom 1 (O): 0.13, atom 2 (C): -0.35

---

Entry 7:
ORCA calculation (the ωB97M-V functional and the def2-TZVPD basis) on a structure of composition C7H6O3S in a non-equilibrium geometry.

Element x y z (Å)
C 0.53 -2.22 -0.58
C 1.17 -1.41 0.23
C -0.91 -1.59 -0.29
C 0.02 -0.69 0.92
C -1.10 -0.25 -1.14
C -0.12 0.63 0.19
C -0.57 1.84 0.98
O 2.20 1.89 0.15
O -1.08 -1.53 1.08
O 2.31 -0.67 0.09
S 1.59 0.81 -0.59
H 0.86 -3.00 -1.34
H -0.63 -0.19 -2.10
H -2.15 0.17 -1.19
H 0.18 1.84 1.78
H -1.62 1.68 1.43
H -0.68 2.69 0.38

Summary:
max |F|	4.92	eV/A
E_HOMO (spin up / spin down)	-8.199 / -8.114	eV
ΔE to the lowest compared entry with this formula, charge and spin	176.6	kcal per mole
DFT total energy	-893.93674	Ha
LUMO (spin up / spin down)	-0.3 / -0.5	eV

Atomic partial charges in e from the Löwdin method, atoms 1 to 2: atom 1 (C): 0.05, atom 2 (C): -0.37

---

Entry 8:
ORCA calculation (the ωB97M-V functional and the def2-TZVPD basis) on a cluster of 2 separate species, C4H13NOS in total in a non-equilibrium geometry.

Element x y z (Å)
C 0.06 0.75 1.05
C 0.27 1.31 -0.35
C -0.71 0.86 -1.42
S -2.47 1.14 -1.41
C 0.70 -0.65 1.28
N 2.13 -0.53 1.44
H -1.03 0.70 1.28
H 0.59 1.44 1.75
H 1.25 0.94 -0.73
H 0.35 2.39 -0.18
H -0.54 -0.20 -1.75
H -0.18 1.15 -2.36
H -2.48 2.48 -1.34
H 0.44 -1.24 0.39
H 0.27 -1.19 2.11
H 2.72 -0.41 0.64
H 2.48 0.05 2.19
H -0.82 -3.43 -0.36
H -1.85 -2.47 -1.03
O -1.17 -3.12 -1.21

Summary:
max |F|	3.06	eV/A
E_HOMO	-8.911	eV
ΔE to the lowest compared entry with this formula, charge and spin	26.1	kcal per mole
structure (SMILES)	NCCCCS.O
DFT total energy	-688.34707	Ha
LUMO	0.7	eV

Atomic partial charges in e from the Löwdin method, atoms 1 to 2: atom 1 (C): -0.22, atom 2 (C): -0.29